95
Properties=species:S:1:pos:R:3:lowdin_charge:R:1 method="wB97M-V/def2-TZVPD" energy_ev=-835004.3971
C 3.6639 3.7708 -2.5112 -0.04
C 2.5024 3.0611 -2.4949 -0.24
C 1.1986 3.5244 -3.0453 -0.02
C 0.8078 4.7280 -3.4999 -0.13
O 1.7135 5.7937 -3.4928 -0.02
C 1.3284 6.7312 -4.3847 -0.49
N 1.1947 7.6870 -4.9679 0.22
C -0.6681 4.6823 -3.9156 -0.39
O -1.3664 5.4672 -4.3893 0.21
O -1.0372 3.4055 -3.5252 0.10
C -0.0193 2.5726 -3.1288 -0.41
O -0.0582 1.4453 -2.8816 0.17
H 4.6390 3.3149 -2.8288 -0.01
H 3.7015 4.8230 -2.1806 0.09
H 2.4950 2.0532 -1.9787 -0.05
C 1.4145 0.5249 0.7650 -1.93
Cl 0.3171 1.2688 1.9416 0.49
Cl 2.2376 1.8045 -0.1659 0.65
Cl 2.6179 -0.4581 1.6165 0.46
Cl 0.4907 -0.4996 -0.3359 0.58
C 3.8640 4.5502 -6.9980 -1.98
Cl 2.7962 5.2778 -5.7943 0.72
Cl 4.6625 5.8117 -7.9474 0.55
Cl 5.0667 3.5868 -6.1419 0.50
Cl 2.9182 3.5090 -8.0744 0.53
C 2.6632 -4.0157 3.5229 -2.02
Cl 1.0299 -3.3804 3.2813 0.50
Cl 2.8460 -4.5493 5.2008 0.52
Cl 2.9349 -5.3831 2.4335 0.51
Cl 3.8453 -2.7408 3.1777 0.48
C -3.4210 2.6756 -0.4912 -2.00
Cl -3.3369 1.7546 -1.9967 0.55
Cl -3.4447 4.4089 -0.8590 0.51
Cl -4.8929 2.2348 0.3906 0.52
Cl -2.0030 2.3033 0.5061 0.49
C 4.5829 -0.3290 -6.0398 -2.00
Cl 5.8564 -1.4479 -5.5275 0.51
Cl 4.1164 0.7141 -4.6742 0.50
Cl 5.1818 0.6627 -7.3789 0.48
Cl 3.1669 -1.2502 -6.5692 0.53
C 3.3077 2.5320 4.7851 -2.03
Cl 2.7152 0.9221 5.2339 0.50
Cl 4.9133 2.7857 5.4853 0.51
Cl 3.4058 2.6500 3.0224 0.51
Cl 2.1929 3.7639 5.3955 0.52
C -1.4122 -3.0268 6.7932 -2.04
Cl -3.0454 -2.3884 6.5523 0.52
Cl -1.2269 -3.5575 8.4719 0.52
Cl -1.1490 -4.3999 5.7076 0.50
Cl -0.2256 -1.7591 6.4408 0.50
C 6.2886 0.2654 -1.2646 -1.99
Cl 5.1718 1.4943 -1.8933 0.56
Cl 5.3682 -1.1460 -0.7211 0.53
Cl 7.4126 -0.2172 -2.5424 0.53
Cl 7.1956 0.9412 0.0966 0.54
C -5.9884 -1.6382 -1.7224 -2.03
Cl -6.5918 -3.2289 -1.2327 0.50
Cl -4.3793 -1.3791 -1.0330 0.50
Cl -5.8921 -1.5592 -3.4888 0.52
Cl -7.0926 -0.3843 -1.1358 0.51
C 5.7423 -1.7511 -10.5773 -2.04
Cl 4.1054 -1.1314 -10.8461 0.52
Cl 5.9140 -2.2423 -8.8869 0.49
Cl 6.0275 -3.1445 -11.6319 0.52
Cl 6.9212 -0.4813 -10.9439 0.52
C -9.3701 -4.5960 1.8581 -2.02
Cl -8.2444 -5.3453 0.7164 0.47
Cl -8.8691 -4.9702 3.5151 0.52
Cl -9.3630 -2.8386 1.6212 0.50
Cl -10.9980 -5.2292 1.5756 0.52
C -1.9549 8.3317 -0.8018 -2.03
Cl -0.8448 7.5786 -1.9589 0.57
Cl -1.4409 7.9453 0.8479 0.52
Cl -1.9420 10.0859 -1.0300 0.54
Cl -3.5923 7.7135 -1.0689 0.51
C 4.0346 3.8173 9.3906 -2.04
Cl 3.6522 3.5968 11.1050 0.52
Cl 3.4834 2.4072 8.4754 0.49
Cl 3.2207 5.2688 8.7860 0.51
Cl 5.7855 3.9985 9.1947 0.52
C 6.5514 -7.1624 3.9717 -2.04
Cl 7.2308 -7.9318 2.5290 0.52
Cl 5.2328 -8.1594 4.6072 0.52
Cl 7.8133 -6.9976 5.2029 0.52
Cl 5.9250 -5.5632 3.5477 0.48
C -7.3148 -9.5428 1.7011 -2.04
Cl -8.1716 -8.0755 2.1954 0.48
Cl -8.1266 -10.2556 0.2980 0.52
Cl -5.6462 -9.1331 1.2721 0.52
Cl -7.3119 -10.7074 3.0357 0.52
C -13.0049 -3.2493 4.9462 -2.04
Cl -13.3982 -4.9246 4.5289 0.51
Cl -11.8507 -2.6040 3.7697 0.49
Cl -14.4819 -2.2729 4.9230 0.52
Cl -12.2884 -3.1979 6.5646 0.52



72
Properties=species:S:1:pos:R:3:lowdin_charge:R:1 method="wB97M-V/def2-TZVPD" total_charge=-1 energy_ev=-40427.6382
C 0.2073 -3.0620 5.4570 -0.12
C 1.2419 -2.1308 6.3772 -0.24
O 0.7993 -0.7357 6.5253 -0.14
C 1.4774 0.1403 5.5180 -0.25
O 2.3654 1.0821 5.8534 -0.02
C 1.1140 -0.1546 3.9450 -0.12
C 1.2058 1.2092 2.9834 -0.18
C 1.1388 0.6698 1.4360 -0.20
B 0.0644 1.4508 0.4689 -0.72
C -0.0601 0.7643 -1.0213 -0.19
C 1.3746 0.5829 -1.8140 -0.20
C 1.1234 0.0006 -3.3615 -0.21
C 0.3562 -1.4520 -3.3393 -0.18
N -0.0346 -1.9578 -4.7415 -0.19
C -0.6290 -3.3612 -4.7536 -0.06
C -0.9748 -3.5792 -6.3652 -0.10
C -0.5083 -2.1750 -7.1309 -0.11
C 0.1175 -1.1320 -5.9998 -0.05
C -1.4480 1.6179 1.0892 -0.17
C -1.9577 0.3824 2.0364 -0.19
N -3.3839 -0.0701 1.7877 -0.16
C -4.3660 1.0789 1.7497 -0.24
C -5.9234 0.6153 2.1469 -0.13
C -3.5048 -0.9923 0.5948 -0.27
C -3.5996 -2.6242 0.9487 -0.05
O -3.4962 -0.5354 -0.6826 -0.05
H -0.0904 -4.0408 6.0351 0.07
H 0.7711 -3.3602 4.4481 0.08
H -0.7459 -2.4339 5.1145 0.09
H 2.3213 -2.2544 5.9403 0.13
H 1.2343 -2.6457 7.4492 0.13
H 0.0284 -0.5952 3.9141 0.09
H 1.9301 -0.9114 3.5153 0.14
H 0.2947 1.8967 3.2505 0.11
H 2.1802 1.8211 3.2074 0.11
H 2.2158 0.8152 0.9450 0.10
H 0.9759 -0.5128 1.4431 0.09
H 0.4982 2.5575 0.3126 0.08
H -0.7228 1.4838 -1.7013 0.12
H -0.6202 -0.2762 -0.8597 0.09
H 1.9104 1.6222 -1.9409 0.08
H 2.1381 -0.1239 -1.2674 0.11
H 0.3946 0.7678 -3.9121 0.11
H 2.1352 -0.0044 -3.9813 0.10
H -0.6862 -1.3212 -2.7719 0.13
H 0.9647 -2.2472 -2.7294 0.13
H -0.8171 -4.1243 -3.8788 0.11
H -1.4545 -4.5196 -6.8908 0.06
H -0.6004 -1.8899 -8.2629 0.05
H 0.5544 -0.0433 -6.1511 0.11
H -2.1809 1.7743 0.1606 0.10
H -1.5089 2.6220 1.7047 0.09
H -1.9374 0.7915 3.1566 0.12
H -1.2873 -0.5764 2.0154 0.11
H -4.4629 1.5133 0.6454 0.12
H -4.0148 1.9895 2.4223 0.13
H -6.0259 0.3626 3.3051 0.07
H -6.2673 -0.3326 1.5103 0.07
H -6.7097 1.4668 1.8644 0.07
H -3.6642 -3.2950 -0.0106 0.08
H -4.4662 -2.8526 1.7355 0.09
H -2.5950 -2.9395 1.5115 0.08
C 4.5428 3.4038 -4.0448 -0.14
C 5.7172 3.5989 -3.1416 -0.15
O 5.1225 3.8022 -1.8739 0.06
C 3.8874 3.2222 -1.9173 -0.50
O 3.1679 3.0606 -0.9458 0.14
O 3.5633 2.8461 -3.1889 0.05
H 4.7636 2.7265 -4.8745 0.14
H 4.1635 4.3487 -4.4478 0.13
H 6.3592 2.7131 -3.0932 0.13
H 6.3238 4.4623 -3.4285 0.13



68
Properties=species:S:1:pos:R:3:lowdin_charge:R:1 method="wB97M-V/def2-TZVPD" e_above_lowest_kcal_mol=41.8 smiles="C=CCOC[C@@H](C(=O)N1CC2(CCCN(C(=O)[C@H](C)C(C)C)C2)C1)C(C)(C)C" energy_ev=-33623.1900
C -0.2953 3.0635 5.4612 0.03
C -0.8861 2.7496 4.3193 -0.17
C -0.8281 1.3799 3.7141 -0.20
O -0.3098 1.3224 2.3870 -0.14
C 0.6499 2.3146 2.0427 -0.17
C 0.9421 2.1290 0.5635 -0.17
C -0.3549 2.4230 -0.1748 -0.43
O -0.9041 3.5144 -0.1093 0.07
N -0.8707 1.4198 -0.9283 0.02
C -0.8462 -0.0347 -0.6704 -0.04
C -2.3870 -0.0413 -0.7981 -0.37
C -3.0656 -1.0624 -1.6902 -0.14
C -4.5685 -0.7819 -1.7444 -0.15
C -5.1658 -0.7162 -0.3412 -0.13
N -4.4465 0.2509 0.4785 -0.02
C -5.0699 1.4114 0.8572 -0.42
O -6.2441 1.6105 0.5890 0.06
C -4.2911 2.4043 1.7191 -0.27
C -4.4602 1.9342 3.1698 -0.04
C -4.7938 3.8351 1.4854 -0.39
C -4.5796 4.2536 0.0321 -0.06
C -4.0811 4.8236 2.4055 -0.07
C -3.0316 -0.0384 0.5864 -0.09
C -2.2785 1.4008 -1.3460 -0.03
C 2.1257 2.9848 0.0369 -0.55
C 2.1334 2.9303 -1.4928 -0.04
C 3.4354 2.3778 0.5489 -0.05
C 2.0346 4.4437 0.4908 -0.04
H -0.3885 4.0501 5.8959 0.06
H 0.2986 2.3363 6.0037 0.06
H -1.4768 3.4942 3.7922 0.10
H -0.2208 0.7374 4.3642 0.12
H -1.8296 0.9480 3.6580 0.10
H 0.2509 3.3163 2.2081 0.12
H 1.5548 2.1953 2.6489 0.13
H 1.2136 1.0825 0.4010 0.14
H -0.3290 -0.5815 -1.4620 0.13
H -0.4537 -0.3182 0.3062 0.12
H -2.6292 -1.0372 -2.6921 0.12
H -2.8922 -2.0675 -1.2877 0.12
H -4.7468 0.1750 -2.2448 0.12
H -5.0817 -1.5499 -2.3260 0.11
H -6.2111 -0.4243 -0.3651 0.12
H -5.0870 -1.6980 0.1408 0.13
H -3.2282 2.4007 1.4600 0.12
H -4.1855 0.8825 3.2776 0.08
H -3.8453 2.5150 3.8558 0.06
H -5.5044 2.0361 3.4721 0.10
H -5.8652 3.8456 1.7012 0.14
H -3.5117 4.2734 -0.2050 0.07
H -5.0865 3.5770 -0.6570 0.08
H -4.9766 5.2558 -0.1388 0.08
H -2.9990 4.7798 2.2449 0.08
H -4.4008 5.8428 2.1829 0.08
H -4.2841 4.6392 3.4610 0.07
H -2.9070 -1.0318 1.0374 0.14
H -2.5228 0.6712 1.2339 0.11
H -2.8852 2.1681 -0.8676 0.10
H -2.3880 1.4754 -2.4303 0.13
H 1.2526 3.4190 -1.9124 0.09
H 3.0178 3.4393 -1.8808 0.09
H 2.1540 1.8973 -1.8499 0.09
H 3.4969 2.3959 1.6381 0.08
H 3.5457 1.3424 0.2175 0.09
H 4.2843 2.9456 0.1629 0.09
H 2.1281 4.5320 1.5756 0.09
H 2.8522 5.0144 0.0450 0.09
H 1.0889 4.8912 0.1891 0.08



79
Properties=species:S:1:pos:R:3:lowdin_charge:R:1 method="wB97M-V/def2-TZVPD" total_charge=-1 e_above_lowest_kcal_mol=0.0 energy_ev=-55586.6163
N 1.4374 -0.2404 -0.1030 0.23
H 0.9230 0.6662 -0.1439 0.06
H 1.6556 -0.6008 -1.0849 0.09
H 0.8931 -1.0216 0.3435 0.06
H 2.3498 -0.1617 0.4162 0.07
C 0.1795 -2.2820 3.6397 -0.03
C 0.7002 -2.2897 2.2043 -0.71
O 1.9516 -2.4836 2.0670 -0.08
O -0.1424 -2.1773 1.2612 -0.09
H 0.2047 -1.3209 4.1598 0.06
H 0.6237 -3.0691 4.2429 0.06
H -0.8971 -2.5033 3.5885 0.07
C 2.6171 0.4699 -3.3549 -0.39
O 2.7237 -0.6331 -2.5498 -0.39
H 1.5788 0.5734 -3.7831 0.03
H 2.7514 1.4196 -2.7742 0.05
H 3.2702 0.5969 -4.2481 0.05
C -1.9699 3.5351 0.9276 -0.05
C -0.7980 2.5631 1.0840 -0.41
C -1.0341 1.4618 2.0812 -0.21
O -0.9970 1.8903 3.4233 -0.17
C 0.2903 2.2316 3.9045 -0.09
N -0.3888 2.0298 -0.2301 0.03
H -2.2990 3.8136 1.9438 0.08
H -2.8486 3.0738 0.4751 0.07
H -1.7030 4.4587 0.4179 0.07
H 0.0565 3.1360 1.4557 0.12
H -0.2962 0.6523 1.9504 0.12
H -1.9620 0.9045 1.9352 0.12
H 0.8424 1.3492 4.2401 0.08
H 0.1132 2.9320 4.7235 0.09
H 0.9120 2.7801 3.1872 0.07
H -0.1171 2.7724 -0.8728 0.09
H -1.1902 1.6431 -0.7333 0.06
C 4.1067 0.0383 4.0192 -0.05
C 3.4262 0.6252 2.7510 -0.41
C 3.8398 2.0135 2.3816 -0.23
O 3.7836 2.8296 3.5176 -0.21
C 4.0779 4.2101 3.3544 -0.09
N 3.7372 -0.2401 1.5973 0.01
H 3.8532 0.6633 4.8814 0.07
H 5.1773 -0.1164 3.8900 0.07
H 3.6207 -0.9231 4.1967 0.07
H 2.3794 0.4996 3.0346 0.11
H 3.1254 2.3414 1.5958 0.13
H 4.7987 2.0942 1.8469 0.13
H 4.9446 4.3730 2.7093 0.09
H 4.3317 4.5821 4.3525 0.08
H 3.1506 4.7354 3.0903 0.08
H 3.4258 -1.2206 1.7186 0.06
H 4.7472 -0.4067 1.6104 0.09
C -1.4985 -3.5710 -5.8855 0.06
C -1.4539 -2.5466 -6.7345 -0.26
C -0.3886 -1.4892 -6.6662 -0.35
O -0.2071 -0.7441 -7.5996 0.09
C 0.3396 -1.4444 -5.4106 0.05
C 0.3146 -2.4762 -4.5425 -0.24
C -0.4613 -3.7670 -4.8585 -0.33
O -0.2558 -4.7915 -4.2951 0.14
O 0.7620 -2.4283 -3.3061 0.10
O -2.3785 -2.3980 -7.6813 0.09
H -2.3477 -4.2428 -5.9438 0.13
H 0.8055 -0.5171 -5.0906 0.10
H 1.4908 -1.7225 -3.2570 0.08
H -2.2298 -1.5606 -8.1473 0.11
C -5.0753 0.0255 0.0798 0.06
C -6.1283 -0.7383 -0.0960 -0.27
C -6.0323 -2.1142 -0.7304 -0.36
O -7.0382 -2.6570 -1.0402 0.13
C -4.7123 -2.6713 -0.7933 0.07
C -3.6339 -1.9133 -0.5328 -0.23
C -3.7458 -0.4265 -0.2983 -0.29
O -2.7928 0.3091 -0.4253 0.10
O -2.4457 -2.4542 -0.4229 0.14
O -7.3447 -0.3516 0.1350 0.13
H -5.1905 1.0250 0.4860 0.14
H -4.5950 -3.7453 -0.8578 0.14
H -1.7627 -1.7513 -0.4729 0.12
H -7.9509 -1.1059 0.0455 0.13



70
Properties=species:S:1:pos:R:3:lowdin_charge:R:1 method="wB97M-V/def2-TZVPD" total_charge=+1 smiles="CCCCO[C@]1(CCCC(=O)O)[C@H](c2ccccn2)C[C@H](CN)[C@H](C)[N@@H+]1CCCS" energy_ev=-45942.4656
C -2.5343 2.8781 2.6027 -0.09
C -1.0838 3.3822 2.7419 -0.25
C -0.0493 2.2709 2.5693 -0.17
C 0.0828 1.8315 1.1101 -0.17
O -0.1279 0.4209 1.0416 -0.08
C 0.3268 -0.3748 0.0196 -0.34
C 0.5743 -1.7893 0.6188 -0.09
C 0.3135 -1.9363 2.1160 -0.16
C 0.5790 -3.3867 2.5438 -0.08
C -0.6898 -4.2095 2.4891 -0.49
O -1.6641 -3.8961 1.8431 0.10
O -0.6133 -5.3757 3.1864 0.10
C 1.5724 0.0403 -0.7830 -0.17
C 2.8188 0.2508 0.0659 -0.24
C 4.0547 0.2824 -0.5730 -0.01
C 5.2002 0.4465 0.1846 -0.04
C 5.0769 0.5736 1.5583 -0.05
C 3.8065 0.5393 2.1036 -0.11
N 2.7012 0.3790 1.3816 0.13
C 1.3534 1.1262 -1.8483 -0.09
C 0.3060 0.6147 -2.8373 -0.26
C 0.1848 1.4385 -4.1263 -0.22
N 0.3613 2.8862 -3.9533 0.02
C -1.0408 0.3969 -2.1517 -0.25
C -1.7886 1.6821 -1.8209 -0.01
N -0.8729 -0.5743 -0.9929 0.05
C -2.1424 -0.8145 -0.2242 -0.11
C -3.2326 -1.4291 -1.0897 -0.21
C -2.8991 -2.8581 -1.5511 -0.51
S -2.2714 -2.9735 -3.2654 0.75
H -2.9899 3.1914 1.6606 0.07
H -3.1694 3.2442 3.4080 0.07
H -2.5653 1.7844 2.6273 0.07
H -0.9498 3.8669 3.7093 0.11
H -0.9036 4.1565 1.9893 0.11
H 0.9210 2.6282 2.9217 0.11
H -0.3125 1.3995 3.1728 0.12
H 1.0672 2.1007 0.7344 0.11
H -0.6705 2.3548 0.5133 0.10
H 1.5905 -2.1121 0.3866 0.13
H -0.0983 -2.5086 0.1352 0.11
H -0.7394 -1.7351 2.3039 0.11
H 0.9403 -1.2557 2.6871 0.11
H 0.9823 -3.4326 3.5560 0.13
H 1.3276 -3.8682 1.9059 0.14
H -1.3740 -5.4705 3.7740 0.13
H 1.8018 -0.8539 -1.3815 0.15
H 4.1254 0.1755 -1.6489 0.12
H 6.1691 0.4595 -0.2979 0.12
H 5.9399 0.6921 2.1987 0.11
H 3.6714 0.6484 3.1740 0.11
H 2.2919 1.2661 -2.3871 0.13
H 1.0629 2.0799 -1.4088 0.11
H 0.6591 -0.3789 -3.1499 0.15
H -0.7810 1.2153 -4.5946 0.12
H 0.9569 1.0873 -4.8159 0.12
H -0.3243 3.3995 -4.4914 0.08
H 0.2313 3.1779 -2.9946 0.05
H -1.6617 -0.1384 -2.8744 0.11
H -1.1559 2.4510 -1.3820 0.07
H -2.1641 2.0853 -2.7626 0.10
H -2.6553 1.5334 -1.1811 0.08
H -0.6677 -1.4691 -1.4423 0.13
H -2.4624 0.1183 0.2267 0.12
H -1.9200 -1.5039 0.5893 0.11
H -3.4559 -0.8006 -1.9528 0.10
H -4.1322 -1.4761 -0.4724 0.13
H -2.1383 -3.3103 -0.9111 0.06
H -3.7790 -3.4945 -1.5012 0.07
H -0.9707 -3.1298 -2.9828 -0.15



72
Properties=species:S:1:pos:R:3:lowdin_spin:R:1 method="wB97M-V/def2-TZVPD" total_charge=+1 e_above_lowest_kcal_mol=0.0 s2=0.766 energy_ev=-69436.0418 multiplicity=2
Ti 0.4288 -0.4236 1.2222 0.07
C 4.5152 1.3745 1.3757 0.01
C 3.2806 0.5723 1.1200 0.03
N 2.3484 0.3343 1.9619 0.02
C 2.3085 0.7738 3.3393 0.00
C 1.3522 -0.1724 4.1173 0.00
N 0.9231 -1.2860 3.2633 0.01
C -0.1526 -2.1481 3.7818 0.00
C -1.5014 -1.4974 3.5298 0.00
N -1.5823 -0.9734 2.1548 0.00
C -2.3837 -1.7285 1.1604 0.00
C -1.5187 -2.6796 0.3482 0.01
N -0.2961 -1.9804 -0.0195 0.13
C 0.3549 -2.2758 -1.1326 0.15
C -0.1323 -3.3005 -2.1058 0.02
C 1.5781 -1.5615 -1.2967 0.14
C 2.4812 -1.6423 -2.3694 0.00
C 3.6422 -0.9092 -2.3467 0.09
C 3.9506 -0.1165 -1.2181 0.02
C 3.0503 -0.0740 -0.1899 0.06
N 1.8650 -0.7375 -0.2432 0.18
H 4.4781 1.8872 2.3328 0.00
H 4.6374 2.1222 0.5916 0.00
H 5.3962 0.7307 1.3570 0.00
H 1.9207 1.7927 3.3761 0.00
H 3.2921 0.7619 3.8109 0.00
H 0.4611 0.3731 4.4257 0.00
H 1.8375 -0.5456 5.0221 0.00
H 1.7364 -1.8638 3.0705 0.00
H -0.0266 -2.3742 4.8447 0.00
H -0.0949 -3.0897 3.2330 0.00
H -1.6391 -0.6642 4.2208 0.00
H -2.2996 -2.2142 3.7362 0.00
H -1.9640 -0.0383 2.1912 0.00
H -2.8022 -0.9998 0.4667 0.00
H -3.2063 -2.2641 1.6423 0.00
H -2.0973 -2.9975 -0.5192 0.00
H -1.2695 -3.5760 0.9310 0.01
H -0.1433 -4.2919 -1.6464 0.01
H 0.4939 -3.3502 -2.9926 0.00
H -1.1530 -3.0729 -2.4187 0.01
H 2.2723 -2.2850 -3.2130 0.00
H 4.3385 -0.9642 -3.1716 0.01
H 4.8868 0.4201 -1.1578 0.00
O -2.5548 -0.8477 -1.9829 0.00
S -1.5398 0.0678 -2.6195 0.00
C -1.3595 -0.4812 -4.3539 0.00
C -2.2773 0.3444 -5.2581 0.00
C -3.2881 1.0587 -4.3534 0.00
C -2.4820 1.5219 -3.1493 0.00
H -1.6385 -1.5344 -4.3224 0.00
H -0.3044 -0.4114 -4.6194 0.00
H -2.7657 -0.2866 -5.9986 0.00
H -1.6873 1.0859 -5.7997 0.00
H -4.0647 0.3664 -4.0253 0.00
H -3.7697 1.8952 -4.8589 0.00
H -3.0608 1.8544 -2.2892 0.00
H -1.7599 2.2953 -3.4252 0.00
C -2.1756 2.4307 0.7589 0.00
C -0.6450 2.4808 0.8034 0.00
C -0.0981 3.0343 -0.5157 0.00
C -0.1890 3.3789 1.9572 0.00
N -0.1411 1.1463 1.0020 0.01
H -2.5991 3.4107 0.5308 0.00
H -2.5769 2.1164 1.7268 0.00
H -2.5031 1.7184 -0.0014 0.00
H -0.4812 4.0385 -0.7085 0.00
H -0.3772 2.3797 -1.3416 0.00
H 0.9922 3.0790 -0.4783 0.00
H -0.5787 4.3926 1.8439 0.00
H 0.9013 3.4380 1.9804 0.00
H -0.5430 2.9823 2.9117 0.00